C3H7NO2 | ωB97M-V/def2-TZVPD

Last column: natural (NBO) charge in e.
CARTESIAN COORDINATES (ANGSTROEM)
C  1.49  -0.37  0.71  -0.653
C  0.06  0.18  0.50  -0.004
O  0.06  1.58  0.24  -0.709
C  -0.70  -0.60  -0.60  0.645
N  -1.83  0.05  -1.02  -0.823
O  -0.32  -1.67  -1.04  -0.605
H  1.64  -0.68  1.75  0.221
H  2.27  0.38  0.49  0.210
H  1.69  -1.26  0.09  0.249
H  -0.50  0.14  1.45  0.197
H  0.76  1.71  -0.40  0.467
H  -2.07  0.92  -0.57  0.403
H  -2.55  -0.38  -1.58  0.403

Calculated total energy ... -8809.8532 eV
LUMO level ... 0.817 eV
HOMO ... -9.66 eV
ΔE to the lowest compared entry with this formula, charge and spin ... 15.6 kcal per mole
Kohn-Sham gap ... 10.48 eV

C25H22F6N5O8PS3Ti | ωB97M-V/def2-TZVPD

Last column: Mulliken charge in e.
CARTESIAN COORDINATES (ANGSTROEM)
Ti  2.48  0.58  0.02  0.317
C  4.16  -3.55  1.38  -1.959
C  3.35  -2.32  1.13  0.726
N  3.63  -1.44  0.25  1.714
N  4.78  -1.63  -0.46  -1.589
C  4.72  -1.07  -1.64  0.405
N  5.85  -1.12  -2.41  -0.507
S  3.31  -0.32  -2.28  -0.415
C  2.13  -2.06  1.92  0.237
C  1.61  -2.95  2.85  -0.933
C  0.43  -2.63  3.50  -0.627
C  -0.20  -1.44  3.20  -1.056
C  0.39  -0.60  2.27  -0.367
N  1.53  -0.90  1.66  1.014
H  4.87  -3.69  0.57  0.464
H  3.51  -4.43  1.45  0.402
H  4.71  -3.45  2.32  0.301
H  6.69  -1.18  -1.85  0.294
H  5.88  -0.40  -3.10  0.288
H  2.13  -3.88  3.07  0.396
H  0.00  -3.31  4.23  0.411
H  -1.14  -1.15  3.65  0.442
H  -0.05  0.35  1.99  0.661
F  4.61  3.59  1.69  -0.185
C  5.75  3.12  1.21  0.616
F  6.42  2.54  2.22  -0.237
F  6.48  4.14  0.76  -0.238
S  5.47  1.90  -0.16  0.867
O  4.45  1.04  0.48  -0.688
O  6.76  1.28  -0.30  -0.689
N  5.00  2.62  -1.40  -0.404
S  3.46  3.24  -1.65  0.458
O  2.51  2.15  -0.96  0.043
O  3.33  4.46  -0.86  -0.573
C  -7.80  4.98  -2.17  -0.402
F  -8.26  4.14  -3.25  -0.200
F  -8.83  4.73  -1.23  -0.248
F  -8.21  6.24  -2.66  -0.259
O  0.41  -1.60  -1.97  -0.605
C  0.10  -0.52  -1.52  0.384
O  0.80  0.12  -0.60  0.003
C  -1.16  0.21  -1.95  -0.981
P  -2.31  0.64  -0.55  -0.147
C  -3.86  0.85  -1.51  0.824
C  -4.54  -0.22  -2.09  -0.347
C  -5.70  0.01  -2.82  -0.610
C  -6.20  1.29  -2.97  -0.439
C  -5.54  2.37  -2.38  -0.319
C  -4.38  2.14  -1.65  -0.648
C  -2.64  -1.00  0.23  0.587
C  -3.48  -0.96  1.34  -0.657
C  -3.88  -2.12  1.99  -0.626
C  -3.39  -3.34  1.56  -0.463
C  -2.54  -3.40  0.47  -0.708
C  -2.17  -2.24  -0.21  -0.081
H  -1.67  -0.38  -2.71  0.520
H  -0.87  1.17  -2.39  0.472
H  -4.17  -1.23  -1.98  0.294
H  -6.22  -0.83  -3.27  0.370
H  -7.11  1.49  -3.51  0.429
H  -6.00  3.35  -2.49  0.365
H  -3.87  2.97  -1.17  0.348
H  -3.85  0.01  1.68  0.354
H  -4.55  -2.06  2.84  0.382
H  -3.68  -4.25  2.07  0.369
H  -2.15  -4.35  0.13  0.426
H  -1.51  -2.31  -1.05  0.309
O  3.24  0.77  3.31  -0.524
C  2.57  1.64  2.80  -0.090
O  2.11  1.67  1.59  -0.048
H  2.28  2.54  3.37  0.377

Calculated total energy ... -131333.0274 eV
Charge ... -2
LUMO level ... 3.330 eV
HOMO ... -2.14 eV
ΔE to the lowest compared entry with this formula, charge and spin ... 2.0 kcal per mole
Kohn-Sham gap ... 5.47 eV